106
Properties=species:S:1:pos:R:3:lowdin_charge:R:1 method="wB97M-V/def2-TZVPD" gap_ha=0.2741 charge=0 max_force_ev_per_a=4.95
O 2.66 1.74 2.61 0.042
C 2.54 1.68 1.36 -0.264
C 2.30 0.29 0.56 -0.025
C 1.41 0.24 -0.56 -0.569
I 1.05 -1.52 -1.76 0.849
C 0.64 1.60 -0.97 -0.325
O -0.55 1.64 -1.36 0.033
C 1.54 2.93 -0.81 -0.024
C 1.47 4.09 -1.84 0.014
C 2.45 5.29 -1.58 -0.303
P 2.39 6.71 -2.88 0.921
O 2.13 5.82 -4.36 -0.341
O 4.08 7.15 -3.00 -0.326
C 3.43 5.38 -0.38 -0.063
C 3.47 4.19 0.62 -0.015
C 2.54 2.98 0.41 -0.037
H 2.87 -0.67 0.83 0.095
H 0.75 4.05 -2.72 0.109
H 2.73 5.03 -4.32 0.056
H 4.54 6.28 -2.95 0.040
H 4.14 6.28 -0.26 0.103
H 4.20 4.26 1.49 0.105
C 2.01 10.18 -6.60 -0.010
C 1.58 9.06 -5.69 -0.539
O 2.04 8.91 -4.57 -0.041
N 0.63 8.19 -6.15 0.009
C -0.04 8.19 -7.43 -0.078
H 2.76 10.78 -6.09 0.085
H 2.45 9.77 -7.51 0.085
H 1.16 10.82 -6.84 0.084
H 0.39 7.47 -5.48 0.126
H -1.11 8.28 -7.26 0.083
H 0.17 7.24 -7.93 0.084
H 0.29 9.01 -8.07 0.073
C -2.90 -3.23 1.53 -0.016
C -1.67 -3.75 0.84 -0.550
O -0.55 -3.29 1.04 -0.028
N -1.82 -4.77 -0.05 0.010
C -3.04 -5.45 -0.43 -0.098
H -2.62 -2.42 2.20 0.071
H -3.60 -2.84 0.80 0.069
H -3.36 -4.02 2.12 0.084
H -0.95 -5.07 -0.48 0.134
H -2.93 -6.51 -0.20 0.078
H -3.17 -5.33 -1.51 0.072
H -3.91 -5.06 0.08 0.065
C 3.79 -5.16 0.10 -0.010
C 4.64 -4.23 -0.71 -0.560
O 4.83 -4.39 -1.91 0.018
N 5.22 -3.17 -0.07 0.004
C 5.12 -2.80 1.32 -0.075
H 3.40 -5.95 -0.54 0.084
H 4.38 -5.62 0.89 0.084
H 2.94 -4.62 0.53 0.083
H 5.77 -2.59 -0.68 0.139
H 4.69 -1.80 1.39 0.061
H 6.12 -2.79 1.75 0.083
H 4.50 -3.49 1.89 0.080
C -4.82 -1.30 -2.90 -0.003
C -5.14 -2.71 -2.47 -0.532
O -4.70 -3.19 -1.43 0.018
N -5.94 -3.46 -3.28 0.004
C -6.55 -3.08 -4.54 -0.079
H -4.18 -0.83 -2.15 0.089
H -4.29 -1.31 -3.85 0.088
H -5.74 -0.72 -2.98 0.087
H -6.10 -4.39 -2.93 0.141
H -7.63 -3.18 -4.44 0.083
H -6.19 -3.76 -5.31 0.083
H -6.30 -2.06 -4.82 0.075
C -5.44 -2.12 6.09 -0.007
C -5.14 -2.25 4.62 -0.542
O -4.06 -1.92 4.14 0.025
N -6.12 -2.75 3.81 0.005
C -7.45 -3.19 4.17 -0.079
H -4.57 -1.71 6.60 0.084
H -6.28 -1.45 6.24 0.085
H -5.66 -3.11 6.51 0.074
H -5.84 -2.80 2.84 0.135
H -7.55 -4.24 3.88 0.083
H -8.17 -2.59 3.62 0.081
H -7.64 -3.09 5.24 0.077
C 6.66 1.94 -3.53 -0.011
C 5.79 2.54 -2.46 -0.551
O 4.57 2.42 -2.47 0.024
N 6.39 3.24 -1.46 0.008
C 7.80 3.50 -1.28 -0.077
H 6.03 1.42 -4.26 0.086
H 7.21 2.73 -4.06 0.085
H 7.35 1.22 -3.09 0.085
H 5.74 3.61 -0.78 0.108
H 8.10 3.08 -0.31 0.083
H 7.96 4.58 -1.27 0.083
H 8.41 3.05 -2.06 0.075
C -2.72 -5.59 7.22 -0.010
C -3.59 -4.99 8.29 -0.555
O -4.81 -5.11 8.28 0.012
N -2.98 -4.30 9.29 0.001
C -1.57 -4.04 9.48 -0.079
H -3.35 -6.11 6.49 0.084
H -2.17 -4.81 6.69 0.088
H -2.03 -6.31 7.66 0.084
H -3.63 -3.92 9.97 0.140
H -1.27 -4.46 10.44 0.082
H -1.41 -2.96 9.49 0.084
H -0.96 -4.49 8.69 0.076



96
Properties=species:S:1:pos:R:3:lowdin_charge:R:1 method="wB97M-V/def2-TZVPD" gap_ha="0.0456 / 0.0487" charge=+3 spin_multiplicity=2 de_lowest_kj_mol=0.0 max_force_ev_per_a=9.46
Al 6.04 -0.43 0.54 0.922
C 1.09 1.39 -0.66 -0.079
C 1.93 0.68 0.39 -0.445
C 1.09 -0.47 1.04 -0.021
O 3.23 0.31 -0.07 -0.090
H 1.70 2.08 -1.24 0.062
H 0.37 2.06 -0.20 0.063
H 0.55 0.73 -1.34 0.060
H 1.89 1.43 1.18 0.142
H 0.04 -0.20 1.19 0.058
H 1.44 -0.82 2.01 0.069
H 1.08 -1.34 0.38 0.075
C -0.81 2.18 3.40 -0.084
C -1.97 1.27 3.89 -0.235
C -2.11 1.24 5.45 -0.184
C -0.87 0.98 6.18 -0.212
N 0.12 0.90 6.81 0.160
H -0.45 1.72 2.48 0.033
H 0.08 2.39 4.00 0.079
H -1.23 3.17 3.21 0.061
H -1.83 0.21 3.66 0.092
H -2.99 1.47 3.55 0.092
H -2.90 0.54 5.72 0.121
H -2.56 2.21 5.68 0.122
C -0.36 5.73 0.38 -0.052
C -1.72 5.08 0.16 -0.214
C -2.13 5.07 -1.29 -0.113
C -2.31 6.35 -1.96 0.069
N -2.49 7.41 -2.45 0.430
H 0.45 5.26 -0.18 0.085
H -0.04 5.70 1.42 0.097
H -0.47 6.76 0.05 0.089
H -2.48 5.57 0.77 0.138
H -1.63 4.05 0.52 0.109
H -3.08 4.59 -1.53 0.183
H -1.48 4.45 -1.91 0.167
C 4.21 1.72 -5.77 -0.087
C 3.01 1.09 -5.07 -0.273
C 3.14 1.05 -3.56 -0.202
C 4.42 0.54 -3.02 -0.184
N 5.48 0.16 -2.64 0.134
H 5.13 1.13 -5.85 0.089
H 4.34 2.71 -5.32 0.085
H 4.08 1.91 -6.84 0.081
H 2.87 0.13 -5.55 0.099
H 2.05 1.55 -5.27 0.101
H 2.40 0.40 -3.09 0.084
H 2.93 2.03 -3.15 0.115
C 0.06 -0.66 -4.55 -0.062
C -1.23 -0.76 -5.42 -0.128
C -1.86 -2.23 -5.55 -0.025
C -0.90 -3.19 -6.07 -0.037
N -0.16 -3.92 -6.50 0.408
H 0.89 -1.09 -5.11 0.081
H -0.02 -1.36 -3.72 0.088
H 0.33 0.33 -4.17 0.076
H -0.89 -0.50 -6.42 0.125
H -2.00 -0.03 -5.17 0.125
H -2.52 -2.17 -6.42 0.173
H -2.21 -2.72 -4.64 0.157
C -6.57 0.51 1.21 -0.089
C -5.37 -0.04 0.38 -0.223
C -3.94 0.36 0.93 -0.163
C -2.85 -0.12 -0.01 -0.223
N -2.11 -0.49 -0.78 0.128
H -7.48 0.46 0.61 0.075
H -6.53 1.56 1.50 0.070
H -6.73 -0.13 2.08 0.077
H -5.43 0.38 -0.63 0.095
H -5.46 -1.11 0.25 0.112
H -3.75 -0.10 1.90 0.102
H -3.79 1.44 1.05 0.098
C 0.14 -3.07 6.75 -0.106
C 1.39 -3.04 5.91 -0.245
C 1.20 -2.55 4.49 -0.198
C 0.01 -3.07 3.83 -0.268
N -0.95 -3.45 3.34 0.146
H -0.75 -3.51 6.29 0.070
H -0.27 -2.11 7.05 0.057
H 0.28 -3.57 7.71 0.084
H 1.82 -4.04 5.97 0.113
H 2.23 -2.50 6.35 0.116
H 1.98 -2.89 3.81 0.107
H 1.12 -1.47 4.45 0.106
C 2.64 -3.92 -1.84 -0.111
C 1.97 -4.72 -0.75 -0.235
C 3.05 -5.15 0.32 -0.154
C 3.81 -4.01 0.74 -0.213
N 4.42 -3.06 1.07 0.121
H 2.76 -3.02 -1.24 0.046
H 1.96 -3.76 -2.67 0.062
H 3.62 -4.23 -2.21 0.093
H 1.56 -5.66 -1.13 0.109
H 1.11 -4.25 -0.28 0.109
H 3.74 -5.95 0.06 0.136
H 2.45 -5.58 1.12 0.129